Entry 1:
# C5H7N

2 unconnected molecules or ions with the total composition C5H7N (wB97M-V/def2-TZVPD, OMol25).

Properties
total energy	-6782.15103	eV
max |F|	1.61	eV/A
net charge	0
energy relative to the best compared isomer or geometry (same formula, charge and spin)	613.80	kJ/mol
highest occupied orbital energy	-6.793	eV

Geometry as XYZ:
```
13
Properties=species:S:1:pos:R:3:forces:R:3
C -1.078 1.884 0.172 0.2 -0.2 0.0
C 1.049 -1.601 -1.052 0.1 0.1 0.0
C 0.168 -0.779 -0.162 -0.6 0.7 0.3
C 0.270 1.440 0.224 0.1 -1.6 -0.2
C -0.606 1.604 1.369 0.3 0.0 -0.3
N -0.794 -1.248 0.477 -0.1 -0.3 0.0
H -1.912 2.181 -0.438 0.0 0.1 0.0
H -1.323 -0.540 1.024 0.1 0.1 -0.1
H -0.721 1.592 2.437 0.0 0.0 0.0
H 1.091 0.850 -0.207 -0.1 1.2 0.2
H 0.733 -2.647 -1.078 0.0 0.1 0.0
H 2.083 -1.545 -0.700 0.0 0.0 0.0
H 1.039 -1.190 -2.064 0.0 0.0 0.0
```
Positions in Å, forces in eV/Å.

Atomic partial charges in e from the Mulliken method, atoms 1 to 5:
1. C -0.252
2. C -1.197
3. C 0.405
4. C -0.238
5. C -0.558

***

Entry 2:
# C5H7N

C5H7N in the gas phase (wB97M-V/def2-TZVPD, OMol25).

Properties
total energy	-6785.21912	eV
max |F|	0.49	eV/A
net charge	0
energy relative to the best compared isomer or geometry (same formula, charge and spin)	317.77	kJ/mol
highest occupied orbital energy (spin up / spin down)	-6.586 / -6.605	eV

Geometry as XYZ:
```
13
Properties=species:S:1:pos:R:3:forces:R:3
C -1.385 0.643 -0.128 -0.1 -0.1 -0.2
C -1.290 -0.867 -0.036 0.3 -0.1 0.0
C -0.007 0.987 -0.583 0.0 0.0 0.2
N 0.791 -0.020 -0.191 -0.3 0.1 0.1
C 2.013 0.055 0.330 0.3 0.0 0.1
C -0.008 -1.215 -0.089 -0.4 0.0 0.1
H -1.515 1.024 0.907 -0.2 -0.1 -0.2
H -2.223 1.032 -0.711 0.1 -0.1 -0.1
H -2.123 -1.541 0.092 0.0 0.1 0.0
H 0.401 1.942 -0.880 0.0 -0.1 0.4
H 2.248 0.971 0.848 0.3 0.0 -0.4
H 2.594 -0.846 0.456 -0.1 0.1 0.0
H 0.502 -2.166 -0.015 -0.1 0.1 0.1
```
Positions in Å, forces in eV/Å.

Atomic partial charges in e from the Mulliken method, atoms 1 to 5:
1. C -0.485
2. C -0.337
3. C -0.595
4. N 0.141
5. C -0.512

***

Entry 3:
# C5H7N

C5H7N in the gas phase (wB97M-V/def2-TZVPD, OMol25).

Properties
total energy	-6778.42652	eV
max |F|	3.86	eV/A
net charge	0
energy relative to the best compared isomer or geometry (same formula, charge and spin)	973.16	kJ/mol
highest occupied orbital energy (spin up / spin down)	-7.447 / -7.448	eV

Geometry as XYZ:
```
13
Properties=species:S:1:pos:R:3:forces:R:3
C 1.423 -0.378 0.011 -0.9 3.7 0.8
C 0.434 0.285 0.972 0.4 -0.8 0.4
C -0.497 1.176 0.151 0.1 0.8 -0.1
C 0.492 -0.427 -1.263 -0.1 -0.3 -1.8
C -0.793 -1.046 -0.603 -1.0 -0.7 -0.4
N -0.882 -0.068 0.486 -0.3 -1.6 0.3
H 1.821 -1.339 0.360 -0.5 -0.2 -0.7
H 2.277 0.288 -0.182 -0.1 -0.2 0.2
H 0.585 0.336 2.052 -0.2 0.1 -0.3
H 1.171 0.176 -1.895 1.3 -2.8 -2.0
H -0.177 -0.017 -2.252 0.6 1.7 3.4
H -0.720 -2.076 -0.236 0.2 0.2 0.2
H -1.693 -0.983 -1.226 0.3 0.1 0.1
```
Positions in Å, forces in eV/Å.

Atomic partial charges in e from the Mulliken method, atoms 1 to 5:
1. C -0.497
2. C -0.054
3. C -0.314
4. C -0.692
5. C -0.518

***

Entry 4:
# C5H7N

C5H7N in the gas phase (wB97M-V/def2-TZVPD, OMol25).

Properties
total energy	-6784.67099	eV
max |F|	0.66	eV/A
net charge	0
energy relative to the best compared isomer or geometry (same formula, charge and spin)	370.66	kJ/mol
highest occupied orbital energy	-8.641	eV

Geometry as XYZ:
```
13
Properties=species:S:1:pos:R:3:forces:R:3
C -1.073 0.964 0.249 0.0 -0.1 0.2
C -0.949 -0.527 -0.069 0.1 0.0 -0.7
C -0.286 0.527 -0.918 -0.1 0.2 -0.5
N 1.091 -0.011 -0.732 0.2 0.1 -0.2
C 1.426 -0.185 0.691 0.1 0.1 0.2
C 0.482 -1.106 0.064 0.0 -0.3 0.2
H -0.630 1.417 1.133 0.0 -0.2 -0.1
H -1.990 1.474 -0.058 0.1 -0.5 0.2
H -1.715 -1.165 -0.483 -0.3 0.2 0.4
H -0.587 0.748 -1.932 0.2 0.3 0.0
H 1.061 0.481 1.467 0.1 0.1 -0.2
H 2.463 -0.483 0.798 -0.2 0.0 0.1
H 0.710 -2.135 -0.210 -0.2 0.2 0.3
```
Positions in Å, forces in eV/Å.

Atomic partial charges in e from the Mulliken method, atoms 1 to 5:
1. C -0.671
2. C -0.260
3. C -0.021
4. N -0.499
5. C -0.137

***

Entry 5:
# C5H7N

A molecular structure, C5H7N (wB97M-V/def2-TZVPD, OMol25).

Properties
total energy	-6786.25462	eV
max |F|	0.42	eV/A
net charge	0
energy relative to the best compared isomer or geometry (same formula, charge and spin)	217.86	kJ/mol
highest occupied orbital energy	-9.726	eV

Geometry as XYZ:
```
13
Properties=species:S:1:pos:R:3:forces:R:3
C -2.005 0.656 -0.619 0.1 0.0 0.0
C 0.545 -1.129 0.972 0.2 -0.1 0.3
C 0.241 -0.384 -0.307 0.0 0.0 -0.1
C 1.676 0.126 -0.028 0.3 0.2 -0.2
N 1.657 -0.573 1.286 -0.1 -0.4 -0.2
C -0.816 0.634 -0.034 -0.2 0.0 0.0
H -2.220 0.000 -1.459 -0.2 0.0 0.2
H -2.778 1.320 -0.251 0.0 0.1 -0.3
H 0.002 -1.879 1.553 0.0 0.2 0.0
H 0.049 -0.952 -1.226 0.1 0.1 0.2
H 1.823 1.211 0.011 0.0 -0.2 0.1
H 2.425 -0.333 -0.676 0.0 0.2 0.0
H -0.592 1.342 0.765 -0.1 -0.2 0.0
```
Positions in Å, forces in eV/Å.

Atomic partial charges in e from the Mulliken method, atoms 1 to 5:
1. C -0.792
2. C -0.170
3. C 0.214
4. C -0.573
5. N -0.525

***

Entry 6:
# C5H7N

2 unconnected molecules or ions with the total composition C5H7N (wB97M-V/def2-TZVPD, OMol25).

Properties
total energy	-6784.81638	eV
max |F|	4.89	eV/A
net charge	0
energy relative to the best compared isomer or geometry (same formula, charge and spin)	356.63	kJ/mol
highest occupied orbital energy	-9.766	eV

Geometry as XYZ:
```
13
Properties=species:S:1:pos:R:3:forces:R:3
C -1.449 -1.553 -0.311 4.5 2.0 -0.2
C -0.925 -0.467 0.255 -1.6 -0.8 -0.5
C -0.205 0.547 0.679 -2.2 0.1 -0.2
C -0.016 1.770 -0.137 0.0 2.1 -2.7
H -2.409 -1.931 -0.370 -1.8 -0.3 0.1
H -0.626 -1.995 -0.940 -1.0 -0.4 0.7
H -0.027 0.610 1.734 0.7 -0.2 0.5
H -0.380 1.627 -1.271 0.6 0.2 2.6
H 1.082 2.044 -0.272 -1.2 -0.4 0.5
H -0.557 2.714 0.283 0.9 -1.7 -0.6
C 1.853 -1.288 0.167 0.5 0.7 -0.3
N 2.752 -0.946 -0.457 0.5 -0.5 -0.1
H 0.909 -1.132 0.641 0.2 -0.9 0.3
```
Positions in Å, forces in eV/Å.

Atomic partial charges in e from the Mulliken method, atoms 1 to 5:
1. C -0.779
2. C 0.087
3. C -0.110
4. C -0.933
5. H 0.331

***

> Which value of max |F| does entry 4 give?

0.66 eV/A